Record 1
# C4H39N2O15

15 unconnected molecules or ions with the total composition C4H39N2O15 (ωB97M-V/def2-TZVPD, the Open Molecules 2025 dataset).

```
! wB97M-V def2-TZVPD RIJCOSX def2/J DEFGRID3
* xyz 0 2
N -2.0451 -1.5848 -0.2794
C -0.9907 -1.0496 0.6107
C 0.2788 -0.6590 -0.1239
N 0.9965 0.4370 0.1542
C 0.4293 1.5587 0.8605
C 2.2409 0.6127 -0.5749
O 0.4400 -1.3187 -1.1639
H -1.7493 -1.6424 -1.2580
H -2.7816 -0.8620 -0.3440
H -2.4287 -2.4339 0.1158
H -0.7929 -1.8003 1.3785
H -1.4290 -0.2666 1.2021
H 0.6012 2.5126 0.3555
H -0.6272 1.5185 1.1208
H 1.1084 1.7432 1.7179
H 2.8105 1.3581 -0.0222
H 2.6925 -0.3580 -0.6849
H 2.0686 1.0368 -1.5702
H 2.1307 0.3872 -3.4456
H 1.1228 1.4683 -4.2199
O 1.2914 0.5885 -3.8603
H -1.6366 0.6281 -3.1468
H -0.8943 1.9690 -2.9981
O -1.7543 1.5854 -3.2266
H -3.4220 -0.5561 -3.4606
H -2.6216 -1.8154 -3.5975
O -2.6466 -0.9988 -3.0786
H 1.7512 3.9792 -3.3494
H 1.3570 2.8948 -2.3272
O 1.5078 3.0442 -3.2719
H -0.8748 -4.7337 -1.9959
H -0.2524 -3.3837 -1.8249
O -1.0661 -3.7984 -2.1519
H 3.6145 -3.1012 -1.7591
H 2.2921 -2.4531 -1.6677
O 3.1266 -2.4975 -1.1777
H -0.5997 -0.6831 3.7356
H -1.7077 -1.6107 4.1446
O -1.4730 -1.0221 3.4143
H 4.3296 0.8387 2.7896
H 3.3516 1.9618 2.1410
O 3.4260 1.1332 2.6249
H 1.6900 -0.0028 3.1452
H 1.2331 -1.4609 3.3893
O 1.2157 -0.5739 3.7725
H 1.9096 -2.7920 0.9487
H 1.9938 -4.0947 1.8339
O 1.3974 -3.4686 1.4152
H -2.3192 1.8531 3.9045
H -2.2505 0.5991 3.0724
O -2.4397 1.5538 2.9950
H 1.9426 3.8065 2.4361
H 2.7801 4.4274 1.1697
O 2.2715 3.7016 1.5353
H -3.8720 0.0837 2.0295
H -4.4290 -0.0708 0.6511
O -3.8931 -0.5482 1.2960
H -2.7968 1.2114 -1.8131
H -2.7504 2.0564 -0.7409
O -2.8577 1.0921 -0.8251
*
```

frontier orbital gap (spin up / spin down) = 2.091 / 9.255 eV
E_tot = -38471.08162 eV

Record 2
# C4H39NO16

15 unconnected molecules or ions with the total composition C4H39NO16 (ωB97M-V/def2-TZVPD, the Open Molecules 2025 dataset).

```
! wB97M-V def2-TZVPD RIJCOSX def2/J DEFGRID3
* xyz 0 1
C 1.8035 -1.0144 -1.9307
C 2.6965 -0.4479 -0.8357
C 3.5121 -1.7120 -0.1163
O 2.7031 -2.3161 0.8290
N 0.4492 -0.3800 -1.8488
C -0.3643 -0.8723 -0.6762
O -0.3245 0.0893 0.5185
H 2.0790 -0.8959 -2.9810
H 1.5802 -2.0499 -1.6604
H 2.1015 0.2897 -0.2954
H 3.4946 0.2130 -1.3175
H 3.8693 -2.3060 -1.0254
H 4.3781 -1.2978 0.5271
H 2.3756 -3.1219 0.3296
H 0.4761 0.6553 -1.9217
H -1.3439 -0.9051 -1.0784
H 0.0365 -1.7831 -0.2586
H -0.7898 0.8970 0.1740
H -0.8198 1.5667 2.6353
H 0.3486 2.4996 2.5547
O -0.0209 1.8747 3.1414
H 0.6027 2.0294 -4.0429
H -0.7992 2.4751 -4.4657
O -0.2811 2.3185 -3.6361
H 3.2625 2.3018 0.0789
H 4.1814 3.3566 0.6412
O 3.8819 3.0407 -0.2535
H -1.4568 0.0160 4.3456
H -2.7895 -0.7062 4.6279
O -2.4154 0.1298 4.3410
H 0.6340 -2.5684 1.6996
H 0.0186 -1.7793 2.7760
O -0.0745 -2.5575 2.2847
H -0.0913 -2.7283 -3.3800
H -1.4564 -2.6185 -2.9456
O -0.8711 -3.2751 -3.3730
H -1.6080 3.0183 -0.7794
H -0.9210 2.3311 -1.8004
O -0.7865 2.5319 -0.8068
H -3.0472 -4.1048 1.7233
H -1.9421 -3.1101 1.4186
O -2.6868 -3.5848 0.9634
H -3.6176 -2.2892 0.4597
H -2.9107 -0.8938 0.6427
O -3.6782 -1.3124 0.1741
H -4.1740 0.3688 -1.7877
H -3.2429 -0.8392 -1.6272
O -3.4720 -0.1343 -2.2676
H -4.4766 2.2737 0.2574
H -3.4091 2.2757 1.4099
O -3.6725 2.6259 0.5554
H 0.5507 0.1592 3.8647
H 1.3946 -0.5912 4.9500
O 0.5985 -0.6231 4.3924
H 1.0608 1.4695 0.8538
H 1.1777 2.4303 -0.2161
O 1.5066 2.3503 0.7109
H 1.9930 3.0204 -2.5074
H 2.5843 2.1648 -1.5803
O 2.1927 2.0451 -2.4654
*
```

frontier orbital gap = 9.091 eV
relative energy (zero: lowest compared OMol25 entry of this formula, charge and spin) = 506.1 kJ/mol
E_tot = -39029.47276 eV

Record 3
# C4H39O17

16 unconnected molecules or ions with the total composition C4H39O17 (ωB97M-V/def2-TZVPD, the Open Molecules 2025 dataset).

```
! wB97M-V def2-TZVPD RIJCOSX def2/J DEFGRID3
* xyz -1 1
C 1.0596 3.2144 -0.5156
C -0.0682 2.3964 0.1456
C -0.4378 1.0857 -0.7567
O -1.5748 0.3877 -0.2320
C 2.4848 2.5846 -0.5004
O 2.4849 1.1871 -0.5785
H 0.7025 3.6251 -1.4657
H 1.1174 4.1348 0.0990
H -0.9488 3.0586 0.2045
H 0.1289 2.0560 1.1620
H 0.3230 0.3425 -0.9234
H -0.7543 1.5545 -1.6966
H -1.2461 -0.2097 0.4935
H 3.1623 2.9932 -1.3108
H 2.9821 2.8863 0.4544
H 3.7530 0.1805 1.2946
H 4.2538 -1.3063 0.9278
O 4.4938 -0.4181 1.1996
H 0.2688 1.5053 3.7328
H -1.0818 2.2055 3.8031
O -0.3805 1.8323 4.3650
H -0.8305 -2.8350 2.3908
H -0.2224 -1.9723 3.4665
O -0.9510 -2.5813 3.3131
H 0.2640 -0.0455 -3.5073
H -0.6134 -1.1708 -3.5437
O -0.6852 -0.2105 -3.5051
H 1.7298 -3.1575 1.1245
H 1.8033 0.8048 0.0187
O 1.9657 -2.3048 0.7400
H 0.4650 -0.4011 1.9210
H 2.0334 -0.5391 1.8456
O 1.2888 0.0647 1.7363
H 0.3894 -3.7795 -0.6866
H 1.7647 -3.6088 -1.4072
O 0.8715 -3.9545 -1.5032
H -2.9874 1.8417 2.0423
H -1.6709 1.1523 1.6937
O -2.0030 1.9605 2.0750
H -3.7373 -1.2968 3.4924
H -2.4129 -0.7222 3.2980
O -3.3405 -0.4258 3.3599
H -4.1502 0.4875 2.0293
H -3.7547 0.7717 0.5938
O -4.4217 1.0347 1.2655
H 0.9071 -3.0492 -2.9144
H 1.5063 -1.5499 -3.2369
O 1.0745 -2.3587 -3.5830
H 2.2727 0.2922 -2.0455
H 3.1126 0.2698 -3.2217
O 2.2112 0.0090 -2.9939
H -1.6684 -1.2988 -1.3257
H -1.1548 -2.6508 -2.1215
O -1.8609 -2.1923 -1.6643
H 0.9303 -2.0042 0.6027
H -0.9842 -2.4393 0.2451
O -0.4756 -1.8052 0.7605
H -3.1356 1.4286 -3.2413
H -1.8030 1.1074 -3.6188
O -2.4492 1.8329 -3.7968
*
```

frontier orbital gap = 9.527 eV
relative energy (zero: lowest compared OMol25 entry of this formula, charge and spin) = 319.4 kJ/mol
E_tot = -39591.05876 eV

Record 4
# C4H3AuO2

A molecular structure, C4H3AuO2 (ωB97M-V/def2-TZVPD, the Open Molecules 2025 dataset).

```
! wB97M-V def2-TZVPD RIJCOSX def2/J DEFGRID3
* xyz 0 3
O -1.1183 -1.1352 1.2379
C -1.2450 -0.2423 0.2074
C -0.7184 1.1386 0.4730
C 0.2492 0.5605 -0.5254
C 1.3262 -0.2338 -0.7066
H -0.2831 1.3150 1.4733
H -1.3471 1.9575 0.0960
H 2.2750 0.2075 -1.0586
Au -0.4262 -1.9733 -0.3325
O 1.2878 -1.5945 -0.8644
*
```

frontier orbital gap (spin up / spin down) = 8.332 / 7.220 eV
E_tot = -11973.69967 eV

Record 5
# C4H3Br

C4H3Br in the gas phase (ωB97M-V/def2-TZVPD, the Open Molecules 2025 dataset).

```
! wB97M-V def2-TZVPD RIJCOSX def2/J DEFGRID3
* xyz 0 1
C 0.2238 1.4092 1.8850
C 0.1617 0.9578 0.7650
C -0.0151 0.0475 -0.6843
C -0.0474 -1.2609 -0.8121
Br -0.3781 -2.0864 -2.4939
H 0.0957 2.1179 2.6456
H -0.2368 0.7583 -1.3781
H 0.1962 -1.9434 0.0729
*
```

frontier orbital gap = 10.470 eV
relative energy (zero: lowest compared OMol25 entry of this formula, charge and spin) = 85.6 kJ/mol
SMILES = C#C/C=C/Br
E_tot = -74235.10334 eV

Record 6
# C4H3Br

2 unconnected molecules or ions with the total composition C4H3Br (ωB97M-V/def2-TZVPD, the Open Molecules 2025 dataset).

```
! wB97M-V def2-TZVPD RIJCOSX def2/J DEFGRID3
* xyz 0 1
C -1.0966 -0.5635 -2.4598
C -0.7410 -0.2807 -1.3588
C 0.1790 0.9566 1.4493
C -0.7147 1.2130 0.4975
Br -1.8830 2.6331 0.2928
H -1.0367 -0.6645 -3.4442
H 0.4088 1.8310 2.2222
H 0.7607 0.0515 1.6826
*
```

frontier orbital gap = 8.592 eV
relative energy (zero: lowest compared OMol25 entry of this formula, charge and spin) = 426.9 kJ/mol
E_tot = -74231.56613 eV